Here is C38H31Cl2N4O5PRhS2 as an isolated structure from the OMol25 dataset. Energies are from ωB97M-V/def2-TZVPD.

Geometry as ORCA input:
```
! RIJCOSX wB97M-V def2-TZVPD def2/J DEFGRID3
* xyz 1 5
Rh 0.4522 -0.2983 0.5235
Cl 1.1123 -2.6681 1.0766
C 2.4126 -3.1681 0.0302
C 2.9798 -4.3845 0.3169
C 4.0366 -4.8391 -0.4610
C 4.5235 -4.0814 -1.5143
C 3.9563 -2.8569 -1.7992
Cl 4.6116 -1.9541 -3.1070
C 2.8658 -2.3480 -1.0364
S 2.2117 -0.8205 -1.4207
H 2.6099 -4.9686 1.1496
H 4.4864 -5.7979 -0.2378
H 5.3513 -4.4329 -2.1144
N 0.3011 0.2072 2.9595
C -0.9780 0.1718 3.6028
C -1.0979 -0.0252 4.9723
C -2.3530 -0.0357 5.5594
C -3.4936 0.1518 4.7870
C -3.3749 0.3207 3.4179
C -2.1176 0.3252 2.8142
P -1.8553 0.3726 1.0223
C -2.1254 2.0747 0.4502
C -3.1340 2.8743 0.9887
C -3.3491 4.1508 0.4932
C -2.5643 4.6356 -0.5461
C -1.5587 3.8480 -1.0858
C -1.3386 2.5728 -0.5856
C -3.2692 -0.5573 0.3649
C -3.9554 -0.1233 -0.7638
C -4.9776 -0.8993 -1.2985
C -5.3187 -2.1067 -0.7069
C -4.6364 -2.5452 0.4241
C -3.6124 -1.7762 0.9556
H 1.0436 -0.2103 3.5102
H 0.5645 1.1591 2.7167
H -0.2079 -0.1616 5.5777
H -2.4428 -0.1865 6.6286
H -4.4724 0.1455 5.2484
H -4.2668 0.4100 2.8096
H -3.7485 2.5060 1.8014
H -4.1303 4.7691 0.9180
H -2.7331 5.6340 -0.9301
H -0.9400 4.2306 -1.8872
H -0.5319 1.9730 -0.9825
H -3.6902 0.8193 -1.2303
H -5.5112 -0.5546 -2.1757
H -6.1207 -2.7060 -1.1222
H -4.9062 -3.4841 0.8924
H -3.0819 -2.1197 1.8389
O 1.3854 1.8529 -6.1785
C 0.5572 0.7794 -6.5737
N 0.2941 0.0550 -5.3515
C -0.8474 -0.6429 -5.1552
O -1.7158 -0.7781 -5.9967
C -0.9869 -1.2791 -3.7997
C -1.5391 -2.5473 -3.6971
C -1.6849 -3.1133 -2.4438
C -1.2883 -2.3851 -1.3327
N -0.7742 -1.1562 -1.4217
C -0.6319 -0.6195 -2.6386
H 1.5609 2.4137 -6.9400
H 1.0611 0.1365 -7.2964
H -0.3942 1.1018 -6.9907
H 1.0157 0.0924 -4.6489
H -1.8490 -3.0678 -4.5964
H -2.1067 -4.1016 -2.3169
H -1.4009 -2.7922 -0.3375
H -0.2368 0.3917 -2.6782
O 1.3491 2.2285 0.9646
C 2.4008 1.6702 1.3089
N 2.5728 0.3405 1.1518
S 3.9454 -0.2115 1.8784
O 3.5877 -0.9720 3.0486
O 4.8199 -0.8171 0.9165
C 4.5153 1.3982 2.3457
C 5.6743 1.7541 3.0046
C 5.8368 3.1003 3.3126
C 4.8669 4.0406 2.9713
C 3.7086 3.6615 2.3033
C 3.5518 2.3257 1.9909
H 6.4253 1.0189 3.2680
H 6.7321 3.4209 3.8304
H 5.0201 5.0796 3.2317
H 2.9492 4.3791 2.0213
*
```

LUMO energy (alpha / beta) = -2.21 / -5.16 eV
energy above the lowest of the compared OMol25 structures with the same formula, charge and spin = 0.335 eV
frontier orbital gap (alpha / beta) = 0.3073 / 0.2343 hartree
E_HOMO (alpha / beta) = -10.6 / -11.5 eV
total energy = -4230.35682 Ha

Here is C15H40BrN5O5Si2 as an isolated structure from the OMol25 dataset. Energies are from ωB97M-V/def2-TZVPD.

Geometry as ORCA input:
```
! RIJCOSX wB97M-V def2-TZVPD def2/J DEFGRID3
* xyz 0 1
N 9.4723 0.3317 6.3156
Si 9.2117 2.0236 6.1221
O 7.6047 2.3197 6.2066
Si 6.5921 2.2885 4.8904
C 4.9031 2.7593 5.4724
C 4.3543 1.8108 6.5514
C 2.8233 1.7912 6.5871
Br 2.1295 0.0113 6.9125
H 10.3365 -0.0125 5.9238
H 8.7178 -0.2613 6.0054
H 9.7531 2.5155 4.8283
H 9.8941 2.7595 7.2022
H 6.5790 0.9323 4.3025
H 7.0855 3.2693 3.8943
H 4.2403 2.7832 4.6032
H 4.9440 3.7818 5.8593
H 4.7061 0.7944 6.3854
H 4.7085 2.1542 7.5219
H 2.3956 2.1022 5.6386
H 2.4062 2.4084 7.3772
C 2.3154 -1.7394 3.6082
C 3.1630 -0.9222 2.6558
O 3.9502 -0.0800 3.0702
N 3.0109 -1.1473 1.3310
C 2.1220 -2.0856 0.6690
H 2.5797 -1.4129 4.6074
H 1.2534 -1.5578 3.4392
H 2.5089 -2.8071 3.4996
H 3.5904 -0.5647 0.7473
H 2.6961 -2.7988 0.0746
H 1.4531 -1.5392 0.0069
H 1.5436 -2.6358 1.4044
C 0.4344 1.6418 -3.1355
C 0.4424 1.0662 -1.7373
O 1.1933 0.1494 -1.4264
N -0.4166 1.6009 -0.8427
C -1.3782 2.6729 -1.0486
H 1.1716 1.1043 -3.7233
H -0.5479 1.5310 -3.5955
H 0.6897 2.7015 -3.1232
H -0.3652 1.1782 0.0707
H -1.1607 3.5121 -0.3848
H -2.3888 2.3210 -0.8636
H -1.3333 3.0207 -2.0736
C -6.4034 1.3083 -2.6058
C -4.9670 0.8453 -2.5117
O -4.0446 1.6405 -2.3858
N -4.7369 -0.4855 -2.5732
C -5.7004 -1.5652 -2.7267
H -6.4110 2.3914 -2.5412
H -6.8519 1.0019 -3.5510
H -7.0015 0.8965 -1.7927
H -3.7615 -0.7295 -2.5011
H -5.6597 -2.2366 -1.8678
H -5.5027 -2.1444 -3.6262
H -6.7051 -1.1646 -2.7999
C -8.1945 -3.7146 -7.0523
C -6.8447 -3.4323 -6.4322
O -6.6590 -3.5244 -5.2295
N -5.8370 -3.0709 -7.2680
C -5.8777 -2.9128 -8.7083
H -8.8773 -3.9876 -6.2546
H -8.5811 -2.8357 -7.5688
H -8.1339 -4.5360 -7.7666
H -4.9623 -2.9016 -6.7974
H -5.1786 -3.5942 -9.1951
H -5.6189 -1.8929 -8.9961
H -6.8744 -3.1276 -9.0779
*
```

LUMO energy = 0.47 eV
frontier orbital gap = 0.3476 hartree
E_HOMO = -9.0 eV
total energy = -4398.68231 Ha

Here is a 2-piece molecular cluster, C4H11N3O overall from the OMol25 dataset. Energies are from ωB97M-V/def2-TZVPD.

Geometry as ORCA input:
```
! RIJCOSX wB97M-V def2-TZVPD def2/J DEFGRID3
* xyz 0 1
C -1.7291 -0.8436 0.3370
C 0.7838 -0.4489 1.1296
C 1.6469 2.1239 -1.4319
N 1.2152 1.5218 -0.1810
C 0.9831 0.1444 -0.1111
N -1.3767 -1.5522 -0.7149
N -2.4632 -1.3172 1.3672
O 0.8231 -0.4658 -1.2355
H 1.6377 1.9115 0.6474
H -1.6423 0.2300 0.2670
H -2.4566 -2.3074 1.5591
H -1.4246 -2.5596 -0.6117
H -0.4165 -1.1526 -1.1515
H -2.5542 -0.7280 2.1780
H 0.8027 -1.5262 1.1976
H 0.9256 0.1138 2.0443
H 2.6725 1.8503 -1.7111
H 0.9894 1.7959 -2.2338
H 1.5830 3.2098 -1.3447
*
```

LUMO energy = 0.63 eV
energy above the lowest of the compared OMol25 structures with the same formula, charge and spin = 2.213 eV
frontier orbital gap = 0.2714 hartree
E_HOMO = -6.8 eV
total energy = -398.47285 Ha

Here is C26H24N2O3 as an isolated structure from the OMol25 dataset. Energies are from ωB97M-V/def2-TZVPD.

Geometry as ORCA input:
```
! RIJCOSX wB97M-V def2-TZVPD def2/J DEFGRID3
* xyz 0 1
O -3.4921 -2.0286 -2.1704
C -3.6514 -1.6842 -1.1411
C -3.1540 -2.2989 0.0713
C -3.8722 -1.8688 1.3512
C -3.6128 -0.5188 1.3292
C -4.0231 0.2849 0.2512
N -3.7976 1.4468 0.0509
N -3.0054 2.4195 0.6033
C -1.7361 2.3183 1.0196
O -1.1390 3.1206 1.7849
C -0.9949 1.2892 0.6685
C -1.1005 0.7676 -0.7779
C -0.2425 -0.6074 -1.1996
C 0.5558 -1.0326 -0.1500
C 0.6019 -0.7016 1.0029
C -0.1817 0.3844 1.6714
H -0.0096 0.6062 2.6171
H 1.2142 -1.2579 1.9125
C 1.5115 -2.1423 -0.7348
O 2.5941 -1.6965 -1.0820
C 3.4337 -1.2103 -0.3448
C 4.1411 -1.9680 0.6683
C 5.1391 -1.4481 1.5044
C 5.1857 -0.1434 1.8028
C 4.4661 0.8328 0.6342
C 3.6548 0.2031 -0.0845
C 2.7454 0.9329 -0.8423
C 2.1421 2.3374 -0.2208
C 1.2183 3.0159 -0.7773
C 1.1491 2.8502 -2.1803
C 1.7582 1.9586 -2.9603
C 2.5197 0.9407 -2.3383
H 3.0761 0.1964 -2.7061
H 1.5901 1.5937 -3.9968
H 0.4494 3.5064 -2.7956
H 0.8455 4.0581 -0.3254
H 2.2516 2.3029 0.7057
H 4.5561 1.7503 1.2773
H 5.9222 0.2503 2.3726
H 5.6369 -2.1102 2.1266
H 4.2489 -3.2057 0.5166
H 1.4709 -2.8852 0.3843
H 0.8378 -2.8209 -1.4729
H -0.3560 -0.8843 -2.0904
H -1.7036 1.2739 -1.4611
H -3.2345 3.2591 0.7982
C -4.5713 -0.5572 -0.8012
H -4.6771 -0.0134 -1.7133
H -5.5926 -0.7057 -0.5748
H -4.3549 0.1799 2.3363
H -2.5599 -0.1455 1.6834
H -3.4821 -2.3077 2.1914
H -4.8166 -1.9568 1.2822
H -3.4470 -3.5406 0.0852
H -2.1077 -2.3391 0.2382
*
```

LUMO energy = -0.17 eV
energy above the lowest of the compared OMol25 structures with the same formula, charge and spin = 21.563 eV
frontier orbital gap = 0.2886 hartree
E_HOMO = -8.0 eV
total energy = -1339.59989 Ha

Here is one molecule with the formula C2H3FO2 from the OMol25 dataset. Energies are from ωB97M-V/def2-TZVPD.

Geometry as ORCA input:
```
! RIJCOSX wB97M-V def2-TZVPD def2/J DEFGRID3
* xyz 0 1
O 0.5165 1.3978 0.0923
C 0.3470 0.0479 -0.0091
F 1.6839 -0.6947 0.2136
C -0.8760 -0.5821 0.2597
O -0.2369 -0.5653 -1.0433
H 1.2482 1.8063 -0.4279
H -1.1047 -1.6484 0.6563
H -1.5780 0.2384 0.2585
*
```

LUMO energy = 0.73 eV
energy above the lowest of the compared OMol25 structures with the same formula, charge and spin = 1.998 eV
frontier orbital gap = 0.4450 hartree
SMILES string = O[C@@]1(F)CO1
E_HOMO = -11.4 eV
total energy = -328.28159 Ha

Here is a 3-piece molecular cluster, C17H42BrClIN8O3P2 overall from the OMol25 dataset. Energies are from ωB97M-V/def2-TZVPD.

Geometry as ORCA input:
```
! RIJCOSX wB97M-V def2-TZVPD def2/J DEFGRID3
* xyz 1 1
C -3.1635 0.1192 1.0425
O -2.1705 0.9193 0.2681
C -2.7477 0.9832 -1.0840
N -1.9733 1.9076 -2.0389
C -0.5578 1.5917 -2.4810
C -0.2820 2.8734 -3.5098
I 1.5722 3.1508 -4.6553
N -1.5338 3.7267 -3.4913
Br -1.7287 5.3080 -4.4762
C -2.6131 3.1612 -2.5939
Cl -4.2897 3.9204 -2.3786
H -3.8432 0.7942 1.7457
H -3.8978 -0.4977 0.3522
H -2.5576 -0.6854 1.6642
H -3.8174 1.4953 -0.9715
H -2.8226 -0.0908 -1.5563
H 0.1518 0.6882 -2.2101
O -4.2533 -2.2227 4.2628
P -4.8485 -3.6435 4.1056
N -5.2991 -3.3556 2.4826
C -6.4964 -3.8127 1.7951
C -4.1700 -3.4417 1.5508
N -6.1390 -3.2630 5.1779
C -7.1740 -2.3134 4.7769
C -5.6680 -2.8833 6.5200
N -5.5327 -5.2768 3.9249
C -6.8091 -5.7240 4.4796
C -4.5050 -6.2668 4.2585
H -6.4425 -4.8717 1.5172
H -6.6504 -3.2403 0.8728
H -7.4039 -3.6618 2.3751
H -3.9088 -4.4851 1.3474
H -3.2816 -2.9492 1.9599
H -4.3923 -2.9412 0.6019
H -6.7588 -1.4173 4.3015
H -7.7822 -1.9913 5.6305
H -7.8850 -2.7791 4.0960
H -5.3099 -1.8475 6.5527
H -4.8440 -3.5364 6.8369
H -6.4661 -2.9983 7.2593
H -6.8064 -5.7384 5.5754
H -7.0369 -6.7426 4.1380
H -7.6449 -5.1134 4.1320
H -4.3043 -6.2784 5.3368
H -3.5688 -6.0317 3.7427
H -4.7957 -7.2741 3.9389
O 5.7200 2.9260 -4.9755
P 6.3355 3.3688 -3.6255
N 7.9156 3.4103 -4.2748
C 9.1573 3.0222 -3.6246
C 8.1717 4.6070 -5.0827
N 5.9996 1.8338 -2.9251
C 6.7298 0.6477 -3.3654
C 4.5632 1.5112 -2.9279
N 7.0431 3.8779 -2.0735
C 7.2541 3.0100 -0.9162
C 6.3797 5.1047 -1.6235
H 9.5090 3.7739 -2.9084
H 9.9512 2.8824 -4.3677
H 9.0861 2.0691 -3.1057
H 8.3551 5.4780 -4.4453
H 7.3170 4.8393 -5.7268
H 9.0315 4.4676 -5.7472
H 6.8161 0.5900 -4.4566
H 6.2532 -0.2758 -3.0154
H 7.7272 0.6220 -2.9287
H 4.2223 1.1597 -3.9090
H 3.9702 2.3960 -2.6608
H 4.3360 0.7410 -2.1849
H 6.3123 2.6540 -0.4837
H 7.7943 3.5511 -0.1278
H 7.8849 2.1515 -1.1559
H 5.3549 4.8992 -1.2906
H 6.3308 5.8320 -2.4398
H 6.9304 5.5854 -0.8067
*
```

LUMO energy = -4.14 eV
energy above the lowest of the compared OMol25 structures with the same formula, charge and spin = 3.821 eV
frontier orbital gap = 0.2023 hartree
E_HOMO = -9.6 eV
total energy = -5350.54484 Ha

Here is a 2-piece molecular cluster, C5H8O2 overall from the OMol25 dataset. Energies are from ωB97M-V/def2-TZVPD.

Geometry as ORCA input:
```
! RIJCOSX wB97M-V def2-TZVPD def2/J DEFGRID3
* xyz 0 1
O 1.8822 0.8346 0.3579
C 1.4434 -1.1037 0.1820
C 0.2173 -0.4728 0.6175
C -0.5321 1.2361 -0.2775
C -1.7378 0.3465 -0.2275
C -0.9692 -0.9245 -0.1032
O -1.0804 -1.9839 -0.6843
H 2.6926 1.1548 -0.0666
H 1.9211 -1.8846 0.8248
H 1.3972 -1.4961 -0.8463
H 0.2620 -0.2261 1.6717
H -0.7202 2.2215 0.2009
H -0.1249 1.4246 -1.2821
H -2.3939 0.3612 -1.0845
H -2.2572 0.5124 0.7172
*
```

LUMO energy = -0.30 eV
energy above the lowest of the compared OMol25 structures with the same formula, charge and spin = 6.143 eV
frontier orbital gap = 0.3192 hartree
E_HOMO = -9.0 eV
total energy = -345.57919 Ha

Here is C22H20HgN3O5S as an isolated structure from the OMol25 dataset. Energies are from ωB97M-V/def2-TZVPD.

Geometry as ORCA input:
```
! RIJCOSX wB97M-V def2-TZVPD def2/J DEFGRID3
* xyz -2 2
Hg 0.3710 0.5299 0.3730
O 1.1789 3.0708 -0.4507
C -0.0635 3.2201 -0.4765
N -0.9040 2.1661 -0.2314
C -2.2365 2.5313 -0.3194
O -3.2027 1.7809 -0.1978
C -2.2378 3.9703 -0.6035
C -3.2715 4.8816 -0.7151
C -2.9636 6.2108 -0.9579
C -1.6277 6.6260 -1.0928
C -0.5833 5.7270 -0.9721
C -0.8789 4.3929 -0.7180
H -4.3066 4.5482 -0.6077
H -3.7586 6.9517 -1.0494
H -1.4212 7.6735 -1.2915
H 0.4554 6.0514 -1.0645
S 1.6302 -0.5666 2.3547
C 3.0679 0.1525 3.0424
C 3.1733 0.2189 4.4370
C 4.3114 0.7120 5.0437
C 5.3915 1.1283 4.2805
C 5.3078 1.0386 2.9003
C 4.1645 0.5705 2.2819
H 2.3260 -0.1279 5.0260
H 4.3483 0.7807 6.1271
H 6.2870 1.5283 4.7564
H 6.1546 1.3530 2.2868
H 4.1055 0.5173 1.1939
C 0.5091 -4.6489 0.0182
C 0.2101 -4.4425 -1.4630
C -0.8384 -3.3390 -1.7261
C -1.1101 -3.1946 -3.2352
C -2.1727 -2.1391 -3.5136
C -2.1314 -3.7811 -1.0644
O -2.7891 -4.7402 -1.4567
N -2.5042 -3.0630 0.0221
C -1.7989 -1.9973 0.6397
O -2.1710 -1.6285 1.7363
N -0.7680 -1.4903 -0.0496
C -0.2916 -2.0080 -1.1833
O 0.6332 -1.4483 -1.7794
H 1.2815 -5.4201 0.1461
H -0.3921 -4.9691 0.5623
H 0.8637 -3.7195 0.4834
H -0.1774 -5.3827 -1.8891
H 1.1372 -4.1762 -1.9951
H -1.4507 -4.1681 -3.6191
H -0.1679 -2.9252 -3.7366
H -3.1303 -2.4244 -3.0595
H -2.3296 -2.0156 -4.5947
H -1.8720 -1.1704 -3.0949
H -3.3570 -3.3461 0.4965
*
```

LUMO energy (alpha / beta) = 4.62 / 4.62 eV
energy above the lowest of the compared OMol25 structures with the same formula, charge and spin = 0.000 eV
frontier orbital gap (alpha / beta) = 0.1324 / 0.2635 hartree
E_HOMO (alpha / beta) = 1.0 / -2.5 eV
total energy = -1942.58306 Ha